1.
{
  "formula": "C3H3N2",
  "method": "the ωB97M-V functional and the def2-TZVPD basis",
  "symbols": ["C", "C", "C", "N", "N", "H", "H", "H"],
  "coordinates": [[-3.7785, -0.3137, 0.2238], [0.4167, 0.7701, 0.0528], [-0.5861, -1.4076, -0.1810], [-4.4419, 0.5823, 0.0372], [-0.0444, -0.4053, -0.1102], [-0.3617, 1.6142, 0.2655], [1.4764, 0.9505, -0.0617], [-1.0817, -2.3037, -0.0325]],
  "mulliken_charge": [0.0997, -0.1726, -0.0258, -0.0952, 0.1215, 0.3032, 0.3212, 0.4480],
  "orbital_gap_ha": [0.2784, 0.3537],
  "homo_ev": [-15.84, -17.25],
  "e_lumo_ha": [-0.304, -0.280],
  "relative_energy_kj_mol": 478.9,
  "max_force_ev_per_a": 4.20,
  "total_charge": 1
}

=====

2.
{
  "formula": "C34H83O22P5S",
  "method": "the ωB97M-V functional and the def2-TZVPD basis",
  "symbols": ["C", "C", "O", "P", "O", "O", "C", "C", "O", "C", "C", "H", "H", "H", "H", "H", "H", "H", "H", "H", "H", "H", "H", "H", "H", "H", "C", "C", "O", "P", "O", "O", "C", "C", "O", "C", "C", "H", "H", "H", "H", "H", "H", "H", "H", "H", "H", "H", "H", "H", "H", "H", "C", "C", "O", "P", "O", "O", "C", "C", "O", "C", "C", "H", "H", "H", "H", "H", "H", "H", "H", "H", "H", "H", "H", "H", "H", "H", "C", "C", "O", "P", "O", "O", "C", "C", "O", "C", "C", "H", "H", "H", "H", "H", "H", "H", "H", "H", "H", "H", "H", "H", "H", "H", "C", "C", "O", "P", "O", "O", "C", "C", "O", "C", "C", "H", "H", "H", "H", "H", "H", "H", "H", "H", "H", "H", "H", "H", "H", "H", "O", "S", "O", "C", "C", "C", "C", "H", "H", "H", "H", "H", "H", "H", "H"],
  "coordinates": [[-2.1239, -4.1334, 1.4276], [-1.2283, -5.1745, 0.8227], [-1.2386, -4.7590, -0.4856], [-0.5053, -5.5930, -1.6953], [0.9010, -5.8341, -1.6596], [-0.9434, -4.7821, -3.0225], [-2.2927, -4.9172, -3.4446], [-2.9859, -3.6484, -2.8280], [-1.5299, -6.8332, -1.5868], [-1.1785, -8.1535, -1.8583], [-1.8233, -9.1622, -0.8188], [-1.5137, -3.2677, 1.6850], [-2.8736, -3.7602, 0.7298], [-2.6557, -4.6034, 2.2550], [-0.2200, -5.2306, 1.2330], [-1.7544, -6.1273, 0.8806], [-2.1803, -4.8738, -4.5279], [-2.8759, -5.7657, -3.0868], [-3.2781, -3.8956, -1.8074], [-2.5523, -2.6503, -2.7653], [-3.9650, -3.5050, -3.2851], [-1.5679, -8.4687, -2.8263], [-0.0976, -8.2933, -1.8774], [-2.8566, -9.3784, -1.0900], [-1.2970, -10.1117, -0.9170], [-1.7609, -8.9657, 0.2515], [-1.3878, -2.2275, -9.4001], [-1.5475, -2.8267, -8.0355], [-2.0766, -1.8832, -7.1272], [-1.2423, -0.9240, -6.0453], [-0.6940, 0.2979, -6.6936], [-0.2543, -1.9723, -5.2892], [0.9739, -1.5695, -4.7492], [1.1801, -1.5658, -3.2236], [-2.4457, -0.5270, -4.9738], [-3.6459, 0.0730, -5.4310], [-4.7808, -0.1950, -4.4909], [-0.9284, -2.8844, -10.1387], [-2.2858, -1.7761, -9.8220], [-0.6030, -1.4786, -9.2940], [-2.0980, -3.7573, -8.1739], [-0.5710, -3.0893, -7.6287], [1.8701, -1.9980, -5.1979], [1.2121, -0.5439, -5.0312], [2.0491, -0.9950, -2.8961], [0.2968, -1.3752, -2.6141], [1.4487, -2.5189, -2.7680], [-3.6349, 1.1520, -5.5848], [-3.8768, -0.3179, -6.4220], [-4.6336, 0.3983, -3.5885], [-5.7352, 0.0967, -4.9292], [-4.7298, -1.2619, -4.2735], [3.6009, -3.7885, 1.9613], [4.9983, -3.3540, 1.9673], [5.1960, -2.2998, 2.8565], [4.8062, -0.7596, 2.5643], [5.1384, -0.1734, 1.2687], [3.1447, -0.8483, 2.7936], [2.4253, 0.3447, 2.4821], [1.6978, 0.2005, 1.1296], [5.3581, -0.0029, 3.8582], [4.8389, -0.2516, 5.2135], [5.4296, 0.7813, 6.2009], [3.0186, -3.0783, 1.3743], [3.5058, -4.7524, 1.4614], [3.0544, -3.7581, 2.9040], [5.6448, -4.1680, 2.2952], [5.1986, -3.1073, 0.9247], [1.6782, 0.4082, 3.2732], [2.8583, 1.3320, 2.6423], [2.3562, 0.5145, 0.3196], [1.5000, -0.8524, 0.9283], [0.8404, 0.8645, 1.0198], [3.7492, -0.2607, 5.2362], [5.1088, -1.2745, 5.4760], [6.4797, 0.5464, 6.0271], [5.2309, 1.7051, 5.6575], [5.0438, 0.7380, 7.2194], [2.7254, 3.7356, 10.1935], [2.5523, 2.6341, 9.0523], [1.3082, 2.8801, 8.3850], [0.4788, 1.7935, 7.4769], [1.3827, 0.7088, 6.9377], [-0.8229, 1.2463, 8.3550], [-2.0444, 1.9145, 8.5936], [-2.1389, 2.1176, 10.1488], [-0.4003, 2.8531, 6.5453], [0.2638, 3.9460, 5.8982], [0.1760, 3.7616, 4.4036], [3.6901, 3.7444, 10.7008], [2.5458, 4.7561, 9.8552], [2.0087, 3.3767, 10.9322], [3.3404, 2.5741, 8.3017], [2.5055, 1.6363, 9.4884], [-2.1875, 2.8843, 8.1169], [-2.7964, 1.2378, 8.1879], [-2.0043, 1.3003, 10.8573], [-1.2451, 2.6916, 10.3934], [-2.9702, 2.8108, 10.2777], [-0.4415, 4.7399, 6.1438], [1.2430, 4.1423, 6.3351], [0.5263, 2.8556, 3.9089], [-0.8016, 3.8779, 3.9359], [0.9244, 4.4638, 4.0362], [3.0933, 3.1761, -5.3420], [1.5959, 2.8607, -5.3321], [0.8048, 4.1191, -5.1198], [0.2656, 4.3225, -3.6048], [1.2028, 3.8017, -2.5860], [0.0314, 5.9495, -3.4327], [0.9203, 6.8141, -2.7911], [0.4590, 7.4689, -1.5285], [-1.1528, 3.6219, -3.5934], [-2.1844, 4.0383, -4.5245], [-3.0337, 5.1896, -4.0714], [3.4391, 3.0988, -6.3727], [3.2906, 4.2035, -5.0359], [3.5793, 2.4239, -4.7207], [1.3023, 2.4413, -6.2944], [1.3603, 2.0544, -4.6375], [1.7263, 6.1115, -2.5792], [1.1652, 7.5374, -3.5689], [-0.3261, 8.2090, -1.6839], [-0.0436, 6.7888, -0.8408], [1.3465, 7.9515, -1.1192], [-1.6687, 4.1567, -5.4775], [-2.7512, 3.1127, -4.4245], [-2.3305, 5.9583, -3.7508], [-3.6372, 5.6162, -4.8726], [-3.6297, 5.0844, -3.1649], [-4.1701, 1.7242, 0.7902], [-2.6854, 1.6749, 0.7712], [-1.9333, 2.5428, 1.6988], [-2.1165, -0.0351, 1.1142], [-1.8085, -0.5527, -0.3171], [-1.2698, 0.4976, -1.2800], [-2.0207, 1.7954, -0.9875], [-2.8588, -0.5116, 1.7546], [-1.1756, 0.0888, 1.6502], [-1.1704, -1.4355, -0.2747], [-2.6491, -1.0894, -0.7569], [-1.4170, 0.1974, -2.3175], [-0.1900, 0.6267, -1.2065], [-2.9945, 1.7632, -1.4761], [-1.5467, 2.7716, -1.0894]],
  "mulliken_charge": [-1.1226, -0.0683, 0.3240, 0.3996, -0.8177, -0.0090, -0.3308, -0.8468, -0.3898, -0.3377, -1.2037, 0.1986, 0.2173, 0.4598, 0.3034, 0.1874, 0.3967, 0.2544, 0.3259, -0.0025, 0.4553, 0.2653, 0.3763, 0.3058, 0.3858, 0.3183, -1.1885, -0.1453, -0.2473, 0.6129, -0.7330, -0.1067, -0.0675, -0.9469, 0.0884, -0.1839, -1.0164, 0.4063, 0.2757, 0.2642, 0.3375, 0.2315, 0.3395, -0.0483, 0.4404, -0.0443, 0.4403, 0.1849, 0.4007, 0.1565, 0.4102, 0.1708, -0.8428, -0.3402, -0.3148, 0.8697, -0.7403, -0.1970, -0.7542, -0.8512, -0.3234, -0.0142, -1.1846, 0.1048, 0.4185, 0.2755, 0.3181, 0.2717, 0.4119, 0.3701, 0.4260, 0.3197, 0.2564, 0.2847, 0.2683, 0.3780, 0.3075, 0.2646, -1.1924, -0.1248, -0.2427, 0.7882, -0.6052, -0.3294, -0.1664, -1.0420, -0.3055, -0.1559, -0.9990, 0.3874, 0.2872, 0.2913, 0.1710, 0.3610, 0.2049, 0.3313, 0.3291, 0.2208, 0.3522, 0.2510, 0.3808, 0.0691, 0.3267, 0.4210, -1.2822, 0.2536, -0.4624, 0.5884, -0.7604, -0.3064, -0.2191, -1.2297, 0.2600, 0.1392, -1.0830, 0.3852, 0.3138, 0.3034, 0.4489, -0.0809, 0.3132, 0.3030, 0.3256, 0.2884, 0.3589, 0.4285, -0.1836, 0.2211, 0.3717, 0.3099, -0.7101, 1.1436, -0.5527, -0.7639, -0.5027, 0.2543, -0.9000, 0.5356, 0.1724, 0.3216, 0.2772, -0.2623, 0.2321, 0.3302, 0.3503],
  "orbital_gap_ha": 0.3858,
  "smiles": "CCOP(=O)(OCC)OCC.CCOP(=O)(OCC)OCC.CCOP(=O)(OCC)OCC.CCOP(=O)(OCC)OCC.CCOP(=O)(OCC)OCC.O=S1(=O)CCCC1",
  "homo_ev": -9.92,
  "e_lumo_ha": 0.021,
  "relative_energy_kj_mol": 0.0,
  "max_force_ev_per_a": 4.85,
  "total_charge": 0
}

=====

3.
{
  "formula": "C19H33BBrKN2O11S",
  "method": "the ωB97M-V functional and the def2-TZVPD basis",
  "symbols": ["C", "C", "S", "C", "C", "C", "C", "N", "O", "C", "C", "C", "O", "C", "C", "N", "H", "H", "H", "H", "H", "H", "H", "H", "H", "H", "H", "H", "H", "H", "H", "H", "H", "H", "H", "H", "H", "H", "H", "H", "H", "Br", "B", "O", "C", "O", "C", "O", "O", "O", "C", "O", "C", "O", "O", "C", "C", "C", "O", "C", "H", "H", "H", "H", "H", "H", "H", "H", "K"],
  "coordinates": [[3.3313, 3.5835, 3.9240], [3.3054, 3.2777, 2.3146], [1.8053, 2.3460, 1.6981], [0.7307, 1.7032, 3.0882], [0.2950, 0.1135, 2.9410], [-0.2435, -0.0500, 1.3659], [1.5414, -0.9430, 3.0940], [1.9970, -1.1972, 4.5134], [3.0197, -0.3614, 4.7633], [4.3252, -0.9534, 4.4341], [5.3307, 0.2779, 3.9131], [6.2244, -0.2952, 2.6431], [6.1897, 0.8161, 4.9789], [0.8987, -1.2004, 5.5527], [-0.3697, -0.2133, 5.2354], [-0.8855, -0.2637, 3.8134], [4.4124, 3.9736, 4.2075], [3.1822, 2.5762, 4.5023], [2.4696, 4.3273, 4.1954], [3.3034, 4.3327, 1.7564], [4.2831, 2.7232, 1.9462], [-0.2910, 2.3179, 3.0339], [1.1479, 1.8684, 4.1684], [-0.9813, 0.8050, 1.0516], [-0.7546, -1.1241, 1.2635], [0.6997, -0.1027, 0.6368], [1.2900, -1.9880, 2.5746], [2.4323, -0.4955, 2.4375], [2.4112, -2.1779, 4.5206], [4.8448, -1.3812, 5.4172], [4.3100, -1.7275, 3.5508], [4.6187, 1.1066, 3.4763], [7.3647, 0.0427, 2.6874], [6.2664, -1.4869, 2.6092], [5.7769, 0.0211, 1.5883], [6.6245, 0.0276, 5.4188], [1.3776, -0.8405, 6.5801], [0.5948, -2.3306, 5.7293], [-1.2673, -0.5956, 5.9232], [-0.1607, 0.8987, 5.6173], [-1.5838, 0.5244, 3.6574], [5.1162, -1.9821, 7.1615], [-2.6833, 0.8968, -3.3180], [-3.9204, 1.3085, -2.6470], [-4.8585, 1.4227, -3.5976], [-6.0139, 1.7508, -3.3819], [-4.2945, 1.1023, -4.8827], [-4.8871, 1.1107, -5.9494], [-2.9992, 0.7853, -4.7455], [-1.6140, 1.8745, -3.0920], [-0.6116, 1.2213, -2.4875], [0.4405, 1.7416, -2.1535], [-0.9705, -0.1603, -2.3005], [-0.2765, -1.0185, -1.7798], [-2.1998, -0.3816, -2.7866], [-5.8212, -2.9580, -9.4707], [-6.1133, -1.4820, -9.3886], [-5.9033, -1.1989, -7.9170], [-4.9069, -2.1207, -7.4539], [-4.7005, -3.1154, -8.4664], [-5.5462, -3.2966, -10.4728], [-6.6987, -3.5287, -9.1441], [-5.3803, -0.9253, -9.9844], [-7.1133, -1.2114, -9.7367], [-6.8183, -1.3796, -7.3430], [-5.5713, -0.1735, -7.7306], [-3.7252, -2.9251, -8.9276], [-4.6826, -4.1087, -8.0094], [2.8867, 0.8171, 3.1823]],
  "mulliken_charge": [-0.7133, -0.5620, -0.0102, -0.8391, 0.6723, -1.4915, -1.1371, 0.3931, -0.4782, -0.1184, 1.3160, -1.1919, -0.5164, -0.5150, -0.4161, -0.4209, 0.3316, 0.1562, 0.3522, 0.4463, 0.3468, 0.4431, 0.4057, 0.3504, 0.3753, 0.3362, 0.2644, 0.6888, 0.5365, -0.4751, 0.4239, -0.6946, 0.3432, 0.2916, 0.2707, 0.4179, 0.3360, 0.3572, 0.3948, 0.2261, 0.4163, -0.6756, 1.2217, -0.5088, 0.5294, -0.6205, 0.6318, -0.6168, -0.5733, -0.5080, 0.6521, -0.6869, 0.6536, -0.6763, -0.5092, -0.5458, -0.5478, -0.2855, -0.3612, -0.4366, 0.3272, 0.2580, 0.2712, 0.3534, 0.2376, 0.2294, 0.2702, 0.2574, 0.3464],
  "orbital_gap_ha": 0.2515,
  "homo_ev": -8.39,
  "e_lumo_ha": -0.057,
  "max_force_ev_per_a": 8.50,
  "total_charge": 0
}